# C2H6N4O

The molecule C2H6N4O in a non-equilibrium geometry (ωB97M-V/def2-TZVPD, the OMol25 dataset).

XYZ file:
```
13
Properties=species:S:1:pos:R:3:forces:R:3
O 1.718409 0.580759 1.010679 0.1 -0.1 -0.2
N 0.541326 -0.685745 -0.788761 -1.1 0.5 -0.6
N -1.433368 1.675348 0.763163 -0.2 0.1 0.1
N 1.034929 -1.907000 -0.433761 -0.1 -0.3 0.3
N -1.109902 -0.392187 -0.605254 0.9 -0.7 0.1
C -0.660894 0.663976 0.222108 1.1 0.1 0.2
C 0.641790 0.321072 0.222156 -1.0 0.1 0.3
H 0.921803 -2.582212 -1.178135 0.0 0.1 0.1
H -2.361313 1.764822 0.376196 0.1 0.0 0.0
H -1.563572 -0.062334 -1.465480 0.4 0.0 -0.1
H 2.523234 0.326757 0.541449 -0.1 0.1 0.0
H 0.706847 -2.262856 0.463477 -0.1 0.1 -0.1
H -0.959289 2.559600 0.872162 -0.1 -0.1 -0.1
```
Forces are in eV/Å.

Calculated values
Largest force on an atom   1.4 eV/A
SMILES string   Nc1[nH]n(N)c1O
E_HOMO   -7.032 eV
Energy relative to the best compared isomer or geometry (same formula, charge and spin)   4.505 eV
HOMO-LUMO gap   8.0 eV

Here are the Löwdin charges for atoms 1 to 6, given in e: 0.06 -0.10 0.11 0.03 0.09 -0.38



# C11H15NPSr

A structure of composition C11H15NPSr in a non-equilibrium geometry (ωB97M-V/def2-TZVPD, the OMol25 dataset).

XYZ file:
```
29
Properties=species:S:1:pos:R:3:forces:R:3
Sr 1.982431 1.694512 -0.349371 2.2 0.3 -1.1
P -0.146381 3.726043 -0.904349 -1.0 1.3 -0.5
N 0.447989 0.462990 0.898755 -1.6 -1.2 0.8
C 0.114304 1.239725 1.961578 0.0 -0.9 -0.4
C -0.100396 -1.958256 -4.199322 0.4 0.6 0.5
C 0.315450 0.016528 -3.075674 1.0 -1.3 0.2
C 1.358710 -0.954741 -2.712316 -1.3 0.7 -0.6
C -0.452097 -0.714232 3.229527 0.0 0.0 0.1
C -0.355233 0.671266 3.134823 0.0 0.3 0.0
C 1.077564 -2.156151 -3.422070 -0.4 0.6 0.1
C 0.286663 -0.885550 0.950094 0.1 1.3 0.3
C -0.562358 -0.626149 -3.988394 0.6 -0.3 0.4
C -0.904098 -1.336304 4.518745 -0.1 -0.1 0.3
C -0.130934 -1.499340 2.119193 0.1 -0.2 -0.1
H 0.205034 2.325163 1.816409 0.1 -0.4 0.2
H -0.562931 -2.692786 -4.855840 0.1 0.1 0.1
H -1.440258 -0.176910 -4.448853 0.2 -0.1 0.1
H 2.219359 -0.770697 -2.054361 -0.3 -0.2 -0.3
H 0.247806 1.056771 -2.733996 0.0 -0.3 -0.2
H 0.508255 -1.418602 0.022703 0.0 0.1 0.2
H -1.910108 -0.988911 4.791715 0.2 -0.1 -0.1
H -0.234235 -1.064077 5.346589 -0.1 0.0 -0.2
H -1.440420 3.822180 -0.289285 0.1 0.1 -0.1
H 1.661273 -3.073972 -3.367896 -0.1 0.2 0.0
H 0.198158 5.112249 -0.712866 -0.1 -0.7 -0.1
H -0.204729 -2.587589 2.160031 0.0 0.3 0.0
H -0.927540 -2.427610 4.444420 0.0 0.2 0.0
H -0.634294 1.308847 3.975332 0.1 -0.2 -0.2
H -0.616987 3.895609 -2.255324 0.2 -0.1 0.4
```
Forces are in eV/Å.

Calculated values
Largest force on an atom   2.5 eV/A
Charge   -1
E_HOMO (spin up / spin down)   -0.901 / -0.867 eV
Energy relative to the best compared isomer or geometry (same formula, charge and spin)   0.982 eV
HOMO-LUMO gap (spin up / spin down)   3.4 / 3.2 eV

Here are the Löwdin charges for atoms 1 to 6, given in e: 0.27 0.52 -0.22 -0.22 -0.21 -0.24



# C41H39CdN9O2SSe

A structure of composition C41H39CdN9O2SSe (ωB97M-V/def2-TZVPD, the OMol25 dataset).

XYZ file:
```
94
Properties=species:S:1:pos:R:3:forces:R:3
Cd -0.515975 0.060022 -0.621616 -0.3 -0.4 -0.3
Se 1.811738 -2.438577 -2.266942 0.0 0.0 0.2
S -1.510964 2.642212 -0.833643 0.0 0.1 0.0
O 0.104439 -1.340116 0.992246 0.0 0.0 0.1
O 0.213419 -1.696090 3.200029 0.0 0.0 0.0
N -2.460314 -1.766660 -1.264972 0.0 0.1 0.0
N -0.625019 0.400829 -3.888033 -0.3 -0.1 -0.1
N -1.500830 4.143276 1.414398 0.1 0.0 0.0
N -1.311791 -0.067108 -2.945239 0.3 0.3 -0.2
N 0.797258 1.770229 0.915375 0.0 0.0 -0.1
N 0.247500 2.791489 1.343647 0.2 0.0 0.2
N 1.019515 0.967519 -2.254772 0.1 -0.1 0.0
N -2.652072 4.637047 0.918558 0.0 0.0 -0.1
N -2.146642 0.100816 1.181063 0.0 0.1 0.1
C -0.276652 -1.174691 2.200034 0.0 0.0 0.0
C 4.392521 0.656654 2.792346 0.0 0.0 0.0
C 0.665515 0.815555 -3.525987 0.2 0.1 0.1
C -2.272309 -4.562915 1.092903 0.0 0.0 0.0
C -2.890513 -2.699104 -0.329356 -0.1 0.0 0.1
C 4.526125 -2.396254 -1.259062 0.0 0.0 0.0
C -3.175269 -1.400256 -2.308588 0.1 -0.1 0.1
C 6.413222 -3.700230 1.794391 0.0 0.0 0.0
C 3.207996 -2.837471 -1.021004 0.1 0.0 -0.2
C 2.590730 0.205329 1.270118 0.0 0.0 0.0
C -2.899809 6.152891 2.792765 0.0 0.0 0.0
C 4.015603 -3.865020 1.026024 0.0 0.0 0.0
C 2.809193 1.524745 -4.297374 0.0 0.0 0.0
C 4.863174 -1.618802 -2.499071 0.0 0.0 0.0
C -5.271507 7.074033 1.681808 0.0 0.0 0.0
C -1.456007 -0.206152 2.429369 0.0 -0.1 0.0
C 3.818696 1.886601 3.106149 0.0 0.0 0.0
C 2.247482 1.404711 -1.989351 0.0 0.0 0.0
C 2.632349 2.276066 2.512569 -0.1 0.0 0.0
C -2.595118 -0.456951 -3.232636 -0.1 -0.1 0.0
C -4.549818 6.087995 1.035449 0.0 0.0 0.0
C -4.458969 -1.924813 -2.713365 0.0 0.0 0.0
C 3.778676 -0.181095 1.875154 0.0 0.0 0.0
C -4.426955 -3.552497 1.351170 0.0 0.0 0.0
C -4.523832 -0.501725 -4.685340 0.0 0.0 0.0
C -4.826419 7.614251 2.883379 0.0 0.0 0.0
C -0.940669 3.218537 0.693922 -0.2 0.1 -0.1
C -3.507809 -4.519374 1.732226 0.0 0.0 0.0
C -5.089422 -1.485823 -3.840415 0.0 0.0 0.0
C -3.276606 -0.026354 -4.382655 0.0 0.0 0.0
C 2.974909 -3.612183 0.138513 0.1 0.0 0.0
C -3.349234 5.610882 1.580873 0.0 0.0 0.0
C 2.013135 1.427230 1.594172 0.1 -0.1 0.1
C 1.617630 -4.177285 0.427148 0.0 0.0 0.0
C 3.173658 1.704296 -2.970381 0.0 0.0 0.0
C -4.125942 -2.650643 0.339242 0.1 0.0 -0.1
C -3.637059 7.139667 3.424044 0.0 0.0 0.0
C -1.966084 -3.668553 0.083653 0.0 0.0 0.0
C 5.311383 -3.412415 0.805821 0.0 0.0 0.0
C 1.536193 1.084168 -4.581582 -0.1 0.0 0.0
C 5.545323 -2.688264 -0.353211 0.0 0.0 0.0
H -2.784971 0.703900 -5.012090 0.0 0.0 0.0
H 2.104528 -0.465219 0.571692 0.0 0.0 0.0
H 6.661714 -4.765534 1.826246 0.0 0.0 0.0
H -1.528133 -5.288484 1.399357 0.0 0.0 0.0
H 4.301136 2.543733 3.820580 0.0 0.0 0.0
H 2.170779 3.225498 2.745172 0.0 0.0 0.0
H -4.837273 -1.877145 0.074512 0.0 0.0 0.0
H 2.500942 1.522410 -0.945124 0.0 0.0 0.0
H 4.576401 -2.180067 -3.391449 0.0 0.0 0.0
H -3.738397 -5.210692 2.533663 0.0 0.0 0.0
H -4.905995 5.671397 0.100288 0.0 0.0 0.0
H 4.291499 -0.690329 -2.543539 0.0 0.0 0.0
H 5.932586 -1.390932 -2.535793 0.0 0.0 0.0
H -0.996216 -3.671527 -0.398489 0.0 0.0 0.0
H 6.123347 -3.405217 2.806426 0.0 0.0 0.0
H -5.395123 8.385276 3.387084 0.0 0.0 0.0
H 7.323167 -3.155774 1.533285 0.0 0.0 0.0
H -5.061282 -0.142323 -5.553407 0.0 0.0 0.0
H -3.273102 7.544930 4.361337 0.0 0.0 0.0
H -6.197336 7.424719 1.240647 0.0 0.0 0.0
H 0.909254 -3.363356 0.577473 0.0 0.0 0.0
H 3.513964 1.723944 -5.095458 0.0 0.0 0.0
H -2.734991 0.922459 1.230616 0.1 0.0 0.0
H -4.918143 -2.695132 -2.112650 0.0 0.0 0.1
H -6.055641 -1.910958 -4.094394 0.0 0.0 0.0
H 4.204049 -1.143640 1.619543 0.0 0.0 0.0
H -2.982075 4.235072 0.042598 0.0 0.0 0.0
H -2.710126 -0.684480 0.886682 -0.1 -0.1 0.0
H 6.549929 -2.325912 -0.561129 0.0 0.0 0.0
H -5.383834 -3.484118 1.857626 0.0 0.0 0.0
H -1.976946 5.782040 3.214089 0.0 0.0 0.0
H 1.183873 0.923437 -5.590588 0.0 0.0 0.0
H -1.037766 0.714183 2.843396 0.0 0.0 0.0
H -2.101553 -0.647711 3.193564 0.0 0.0 0.0
H 5.319022 0.354765 3.266792 0.0 0.0 0.0
H 3.798313 -4.432699 1.927399 0.0 0.0 0.0
H 1.639952 -4.798093 1.325896 0.0 0.0 0.0
H 1.266611 -4.767410 -0.423565 0.0 0.0 0.0
H 4.160020 2.049333 -2.692265 0.0 0.0 0.0
```
Forces are in eV/Å.

Calculated values
Largest force on an atom   0.6 eV/A
Charge   -2
E_HOMO   -1.280 eV
Energy relative to the best compared isomer or geometry (same formula, charge and spin)   0.652 eV
HOMO-LUMO gap   5.2 eV

Here are the Löwdin charges for atoms 1 to 6, given in e: 1.33 0.46 0.46 -0.21 -0.01 0.04



# C7H13NO

A structure of composition C7H13NO in a non-equilibrium geometry (ωB97M-V/def2-TZVPD, the OMol25 dataset).

XYZ file:
```
22
Properties=species:S:1:pos:R:3:forces:R:3
O 0.262984 0.277087 3.064467 0.0 -0.2 -1.0
N 0.481948 2.635811 0.311796 0.0 0.0 0.2
C -1.687468 1.678493 0.804050 0.4 0.0 -0.2
C 0.401991 0.270133 1.922947 0.4 0.7 2.7
C -0.415399 1.574832 0.375829 -0.7 -0.2 -1.6
C -0.987278 -1.659905 -0.991088 -0.1 0.4 0.1
C 0.692524 -1.401790 0.850110 0.0 -1.0 -2.2
C 1.392988 -0.930334 -1.510555 -0.1 0.5 0.1
C 0.331898 -1.158509 -0.465217 0.7 -2.1 0.9
H -0.868089 -2.591039 -1.553498 0.1 0.1 -0.1
H -2.095683 2.613794 1.164534 0.0 0.0 0.1
H 1.037688 -0.231745 -2.271864 0.1 0.0 -0.1
H 1.142827 2.622833 -0.448558 -0.1 -0.1 0.1
H 1.654960 -1.860654 -2.024850 -0.1 0.0 0.1
H -1.438829 -0.924840 -1.661936 -0.1 0.0 -0.1
H 1.741927 -1.465384 1.113982 0.0 0.3 0.0
H -0.096111 0.627594 -0.209552 -0.3 1.2 0.9
H 2.304121 -0.527535 -1.067025 0.0 0.0 0.0
H -1.690594 -1.865946 -0.184205 0.0 0.1 0.0
H 0.065748 -2.040403 1.461940 -0.3 0.4 0.1
H 0.089849 3.550399 0.485234 0.0 -0.1 -0.1
H -2.322001 0.807108 0.833459 0.0 -0.1 0.0
```
Forces are in eV/Å.

Calculated values
Largest force on an atom   2.8 eV/A
E_HOMO   -7.577 eV
Energy relative to the best compared isomer or geometry (same formula, charge and spin)   3.963 eV
HOMO-LUMO gap   8.2 eV

Here are the Löwdin charges for atoms 1 to 6, given in e: 0.12 0.06 -0.02 -0.07 -0.40 -0.08